Entry 1:
Formula: C34H35Br2N7O2S2V
Source: OMol25
Level of theory: ωB97M-V/def2-TZVPD

Geometry (Å):
Br: 3.6796 -6.4501 2.0737
Br: -1.0658 -1.6454 6.2248
V: 0.4647 -0.9415 -0.3260
S: -1.3097 5.5077 2.1770
S: -5.8816 1.2932 0.9302
O: -0.5003 0.7256 -0.7666
O: -1.1460 -2.2799 -0.3413
N: 0.2339 0.1999 -2.8898
N: 0.0752 -1.0652 1.7870
N: -3.3536 1.1746 1.1949
N: -1.5347 2.9962 2.5043
N: 0.1777 -1.0852 -2.3321
N: 1.3651 -2.8382 0.3395
N: 1.9915 -0.3384 -0.3460
C: -2.7564 4.7613 1.6568
C: -2.0581 -4.4240 -0.6988
C: -0.5515 3.4271 -1.3740
C: -0.1425 1.0488 -1.9761
C: 2.7563 -4.7401 0.0002
C: 2.0075 -4.1659 2.2059
C: -3.7342 2.4460 1.5543
C: -0.6064 -1.3988 4.4128
C: -0.7402 -3.2492 -2.4647
C: 3.7780 -0.3377 -1.9601
C: -0.6871 -0.1632 2.3961
C: 3.3582 0.0504 -0.5394
C: -0.4369 -1.8491 -4.5576
C: 2.0585 -3.6390 -0.4647
C: 4.2407 -0.6589 0.4926
C: -2.6983 3.4256 1.9105
C: -0.5584 4.7797 -1.6840
C: -5.0684 2.6964 1.4761
C: -1.2550 -3.2440 -1.1837
C: 0.2103 4.2793 -3.9043
C: 1.3213 -3.0963 1.6474
C: -1.0523 -0.2875 3.7289
C: 0.2154 2.9281 -3.5981
C: -0.2722 -2.0438 -3.0792
C: -4.3697 0.4597 0.8324
C: 0.5018 -2.1473 2.4490
C: -0.1768 5.2092 -2.9470
C: 0.1787 -2.3515 3.7786
C: -0.7110 3.9792 2.6978
C: 0.6455 3.8175 3.3025
C: 2.7279 -4.9890 1.3607
C: -0.1649 2.4947 -2.3302
C: 3.4518 1.5688 -0.3625
C: -4.2650 -0.9651 0.3956
H: 4.4822 1.9122 -0.4827
H: -0.1794 6.2652 -3.1863
H: -1.6392 -4.7873 0.2420
H: -4.9381 -1.1773 -0.4346
H: -5.5886 3.6078 1.7186
H: 3.0809 0.0894 -2.6822
H: -3.2344 -1.1679 0.1023
H: -1.2908 -1.1973 -4.7489
H: 0.5144 2.1916 -4.3314
H: 2.0508 -3.3756 -1.5147
H: 3.3088 -5.3724 -0.6787
H: -1.0286 0.6795 1.8099
H: -0.8449 3.0721 -0.3945
H: 4.1612 -1.7429 0.3830
H: 3.1030 1.8519 0.6325
H: -3.0798 -4.0980 -0.4921
H: 4.7866 0.0221 -2.1765
H: 2.8237 2.0717 -1.0998
H: 1.1930 4.7581 3.3172
H: -1.6697 0.4693 4.1900
H: 0.5083 -3.2286 4.3143
H: 3.9289 -0.3909 1.5043
H: 0.5090 4.6103 -4.8910
H: 3.7690 -1.4244 -2.0763
H: 0.4367 -1.3553 -4.9807
H: -4.5228 -1.6343 1.2196
H: -0.9564 -4.0959 -3.1013
H: 0.5608 3.4471 4.3244
H: -0.6082 -2.8053 -5.0489
H: 1.2164 3.0910 2.7230
H: -2.0841 -5.2371 -1.4220
H: -0.8590 5.5011 -0.9344
H: 1.9957 -4.3528 3.2688
H: 5.2893 -0.3796 0.3678
H: -3.5372 5.3081 1.1556

## Properties
**Energy above the lowest of the compared OMol25 structures with the same formula, charge and spin**: 0.154 eV
**Orbital gap (alpha / beta)**: 6.410 / 6.584 eV
**Spin multiplicity**: 2

Results of the Löwdin charge analysis, in e, for atoms 1 through 4: atom 1 (Br): 0.7830, atom 2 (Br): 0.7774, atom 3 (V): 0.8725, atom 4 (S): 1.0502

=====

Entry 2:
Formula: C34H35CdMgN10O9
Source: OMol25
Level of theory: ωB97M-V/def2-TZVPD

Geometry (Å):
Cd: 1.4443 -3.1471 1.6025
Mg: -2.3501 1.2634 1.5141
O: 0.8527 -1.2360 0.8442
O: -5.2042 -1.3765 2.3258
O: -0.7883 0.0693 0.9594
O: 5.0086 -3.1306 1.4732
O: -0.3037 -1.0507 -0.8427
O: -3.8510 -1.3507 3.8532
O: -3.4143 -0.2714 2.0800
O: 5.2693 -1.1326 0.9196
O: 3.3909 -1.8479 1.6027
N: -0.1112 -0.6938 0.3191
N: -1.5613 1.4394 3.3938
N: -1.4382 2.8862 0.8257
N: 0.8085 -2.3758 3.3777
N: 4.5653 -1.9830 1.3439
N: -0.2338 -1.3852 -4.4583
N: 2.0534 -3.5779 -0.3443
N: -3.1720 1.0445 -0.4123
N: -4.0574 -1.0274 2.6791
N: 2.7990 2.3726 -4.3896
C: -4.0029 -0.5374 -2.1974
C: -0.8381 -1.8146 5.0218
C: -1.1607 -0.2094 -6.0578
C: -0.7891 5.3295 0.8523
C: -0.4693 2.7625 -0.1524
C: 4.2884 1.6024 -2.6207
C: 3.3176 0.8042 -2.1004
C: -2.2566 1.5268 4.4889
C: -3.3468 -0.2341 -0.9832
C: -1.5545 4.1933 1.2521
C: 2.8525 -2.7368 -2.5407
C: 0.3389 1.8161 4.9237
C: -4.4235 1.8128 -2.4736
C: -0.5105 1.9852 6.0319
C: 2.6891 -2.6495 -1.1530
C: 0.2054 5.0907 -0.0775
C: 0.2412 -1.8493 -5.6952
C: 3.9592 2.4222 -3.7132
C: -0.8503 -0.2014 -4.6992
C: -0.2159 1.6091 3.6504
C: 0.2933 3.8103 -0.6447
C: -1.8969 1.8228 5.8144
C: 2.1176 0.6752 -2.7871
C: -0.4141 -2.0093 3.7040
C: 0.1334 -1.6211 6.0638
C: 2.5932 -3.8906 -3.1900
C: -0.4177 -1.1341 -6.6756
C: 2.0510 -4.9166 -2.3990
C: 1.4856 -1.8486 5.7797
C: 1.7430 -2.2605 4.4439
C: -4.6277 0.5022 -2.9110
C: -3.7517 1.9816 -1.2396
C: 1.7622 -4.7522 -1.0731
C: 1.8598 1.4523 -3.9465
H: -2.5544 1.9014 6.6675
H: 2.7201 -4.1121 -4.2394
H: 1.0926 -5.4337 -0.5695
H: 1.7075 -5.7759 -2.9559
H: 0.9369 -2.6753 -5.6795
H: 1.3901 0.1182 -2.2153
H: -0.3435 1.7783 -0.5789
H: 0.7853 5.8271 -0.6139
H: -0.3373 -1.1801 -7.7516
H: 5.2134 1.6575 -2.0660
H: -4.9286 2.6061 -3.0045
H: -0.1479 2.0376 7.0479
H: -2.9304 -1.0119 -0.3602
H: -1.8794 -1.6474 5.2541
H: 0.3389 1.5043 2.7298
H: 2.7413 -2.4210 4.0644
H: 2.2826 -1.7738 6.5046
H: 0.9532 1.4079 -4.5317
H: -0.2146 -1.3710 7.0551
H: 2.9413 -1.6547 -0.8165
H: -1.8362 0.4724 -6.5529
H: 3.3725 -1.8852 -2.9540
H: -4.0585 -1.5681 -2.5153
H: 1.0647 3.5977 -1.3702
H: -3.3292 1.4624 4.3806
H: 3.5734 0.1696 -1.2648
H: 0.0713 -1.7117 -3.5525
H: -2.3848 4.3938 1.9130
H: -1.1806 -2.0800 2.9464
H: -3.8929 2.9610 -0.8070
H: -1.0704 0.5000 -3.9080
H: 4.6731 3.1745 -4.0143
H: 1.3825 2.0362 5.0934
H: -5.2064 0.3295 -3.8064
H: -1.0573 6.3439 1.1081

## Properties
**Orbital gap (alpha / beta)**: 6.884 / 3.256 eV
**Net charge**: +2
**Spin multiplicity**: 2

Results of the Löwdin charge analysis, in e, for atoms 1 through 4: atom 1 (Cd): 1.4688, atom 2 (Mg): 0.6081, atom 3 (O): -0.1429, atom 4 (O): 0.0202

=====

Entry 3:
Formula: C34H35EuF3N6O4S
Source: OMol25
Level of theory: ωB97M-V/def2-TZVPD

Geometry (Å):
Eu: 0.8906 1.3136 -0.5271
S: -3.3382 0.1477 0.1419
F: 2.3896 2.3810 1.4693
F: 4.3277 1.7079 0.6368
F: 3.0747 0.3053 1.7291
O: 0.2065 -0.1418 1.0451
O: -1.4490 2.0895 -1.3606
O: -0.6005 2.8435 1.0349
O: 1.8161 3.3292 -0.9305
N: 1.1072 -0.5649 -2.6009
N: -3.1961 -3.2169 1.9298
N: -3.5732 -2.1172 1.3610
N: -0.3126 -0.8182 -0.0115
N: -1.4415 -1.6824 0.5613
N: 0.8743 2.2048 -3.1513
C: 0.9960 5.4079 -0.2911
C: 3.5681 -3.6488 1.3388
C: -1.9555 3.1520 0.6954
C: 0.1902 -2.5860 -1.6479
C: 1.9214 -2.3473 0.1604
C: -1.0193 -4.1722 0.4157
C: -0.4403 -3.7992 -1.9200
C: 0.5004 -2.1893 -0.2347
C: -0.9811 -4.6033 -0.8846
C: -2.4803 -3.3420 3.1266
C: -2.7350 -1.2906 0.7216
C: 2.2455 -3.4260 1.0113
C: -1.8765 -2.2152 3.7185
C: -2.1128 3.2178 -0.7767
C: -0.5693 -2.8423 0.7531
C: -2.1350 1.5251 -2.5006
C: 0.3306 6.5696 -0.6234
C: 3.0865 1.3242 0.8414
C: 2.9294 -1.5719 -0.4094
C: -1.6010 -4.7608 4.9019
C: 0.4976 3.4044 -3.4746
C: -0.1893 5.7085 -2.8325
C: 0.4764 4.5022 -2.5366
C: 1.0883 4.3625 -1.2346
C: 4.2726 -1.8095 -0.0727
C: -1.1112 -2.3749 4.8843
C: -0.9698 -3.6355 5.4734
C: 4.5927 -2.8425 0.8069
C: 1.6770 0.0176 -3.8352
C: 0.7010 -1.7944 -2.7212
C: -0.5292 2.5060 2.4647
C: -0.2436 6.7411 -1.8947
C: 0.8645 1.2223 -4.2521
C: -2.3575 -4.6249 3.7409
H: 1.4710 -4.0856 1.4302
H: 0.2527 7.3863 0.1004
H: -1.3940 -5.5866 -1.1379
H: 1.3488 1.6480 -5.1673
H: -2.6223 2.3548 1.0860
H: -2.8578 -5.5156 3.2995
H: 2.6665 -0.8270 -1.1661
H: -3.1796 3.1703 -1.0491
H: -1.7081 4.1495 -1.1793
H: 0.1038 3.6615 -4.4842
H: -2.0179 -1.2142 3.2888
H: 1.6950 -0.7369 -4.6420
H: -0.6158 5.8627 -3.8338
H: 5.6384 -3.0404 1.0677
H: 5.0533 -1.1779 -0.5035
H: -0.1616 0.9058 -4.5455
H: -0.1349 -2.6401 1.7582
H: -3.7729 -4.0373 1.6914
H: 2.7142 0.3507 -3.6739
H: -3.1585 1.2610 -2.1835
H: -0.7421 7.6786 -2.1582
H: -1.1866 1.6382 2.6745
H: 0.6356 -2.2804 -3.7204
H: 3.8251 -4.4755 2.0075
H: -1.3900 -4.8082 1.2234
H: 1.4772 5.2728 0.6897
H: -2.2627 4.1207 1.1333
H: -0.5549 -4.0949 -2.9666
H: -0.6064 -1.5008 5.3159
H: 0.5168 2.2708 2.6837
H: -1.4936 -5.7494 5.3636
H: -1.6207 0.5983 -2.7589
H: -0.8099 3.3836 3.0628
H: -2.1359 2.2448 -3.3369
H: -0.3792 -3.7534 6.3908

## Properties
**Energy above the lowest of the compared OMol25 structures with the same formula, charge and spin**: 0.000 eV
**Orbital gap (alpha / beta)**: 4.108 / 5.069 eV
**Net charge**: -2
**Spin multiplicity**: 8

Results of the Löwdin charge analysis, in e, for atoms 1 through 4: atom 1 (Eu): 2.0147, atom 2 (S): 0.6060, atom 3 (F): -0.0975, atom 4 (F): 0.0452

=====

Entry 4:
Formula: C34H35F6INO20PS
Source: OMol25
Level of theory: ωB97M-V/def2-TZVPD

Geometry (Å):
I: 3.7591 1.5695 -4.7704
S: 1.9215 2.6706 -1.9152
P: 4.6701 1.4839 -2.4687
F: -1.8693 -2.6665 -0.6909
F: 1.3320 -3.3983 0.8520
F: 0.6754 -1.1954 1.5131
F: -3.3811 -3.0198 1.7403
F: -2.2689 -0.8793 1.5905
F: -1.0563 -4.3900 0.7506
O: -0.9612 -1.5453 4.1363
O: -10.3795 1.7872 -6.5723
O: -1.0829 -7.1166 6.5242
O: 3.2645 0.3291 1.0953
O: 5.6573 0.0467 -2.4395
O: 5.6018 -1.6323 3.0247
O: 0.2597 -7.5868 8.8717
O: -1.0863 1.2435 -3.2946
O: -8.3176 6.8220 -7.9758
O: -0.5964 3.9443 -3.3000
O: -4.7991 2.2232 -6.0547
O: 2.5437 -0.0558 -1.6953
O: 0.8874 2.1842 1.7630
O: 0.9122 -2.7427 -1.9659
O: -1.3572 -3.9009 3.8608
O: -4.2569 4.9127 -6.1327
O: -0.4097 -2.5220 7.4184
O: 1.0099 -2.9955 9.7192
O: -11.9641 4.0004 -6.9256
O: -6.7438 4.5891 -7.7097
N: 3.0777 2.7400 0.8086
C: 2.7203 2.3853 3.5814
C: 5.5444 -0.7191 1.8785
C: -10.7601 4.1585 -7.0940
C: -1.9010 2.1138 -3.9953
C: 0.1293 -6.4130 8.5430
C: -2.0420 -2.3254 1.8255
C: 0.6731 -5.3074 9.3471
C: -7.9442 4.4385 -7.5085
C: -8.8681 5.5979 -7.6431
C: -2.9551 1.6685 -4.6818
C: -2.4067 4.4916 -4.7200
C: -1.4592 -2.6813 3.3273
C: 4.1950 -0.8138 0.9585
C: 2.1985 2.4501 2.0132
C: -9.8322 3.0050 -6.9323
C: 7.8890 -3.3744 1.3618
C: -1.1210 -2.8891 0.5908
C: 0.4991 -4.0393 8.9696
C: -1.5601 3.5629 -3.9549
C: -0.5964 -6.0717 7.2882
C: 1.1077 -0.1707 -1.4004
C: -8.5190 3.1389 -7.1283
C: -10.1817 5.4635 -7.4506
C: -3.4587 4.0457 -5.4092
C: -3.8154 2.6005 -5.4270
C: -0.7733 -4.8034 6.9128
C: -0.2503 -3.6975 7.7296
C: 5.4717 -3.0428 2.6560
C: 3.0867 1.2668 -1.3537
C: 6.2556 -3.5079 1.2993
C: 0.3956 -2.2636 0.5192
C: 4.2878 3.5580 1.2781
C: 0.8222 -1.7744 -1.0206
C: 3.6121 1.4334 0.1886
H: -7.8334 2.3084 -7.0164
H: 1.7343 2.4513 4.2505
H: -1.3008 -4.5410 6.0043
H: 4.7800 1.5451 0.1825
H: 5.5439 0.3834 2.3405
H: 1.2139 -5.5701 10.2473
H: 3.3765 3.3084 3.9033
H: 6.0192 -4.6681 1.1513
H: -11.3448 1.9486 -6.4919
H: -7.3529 6.6594 -8.0621
H: -10.8651 6.2973 -7.5474
H: 8.3161 -4.0797 0.4991
H: 5.9191 -3.6740 3.5648
H: 0.9716 2.7891 -0.8611
H: 6.3417 0.1324 -1.6865
H: -3.2157 0.6182 -4.7180
H: 0.7960 0.4456 -0.4558
H: 5.8555 -2.9951 0.3004
H: 4.9409 3.9698 0.3978
H: 4.5627 -0.8145 -0.1765
H: 3.2369 1.3423 3.8464
H: 3.9672 4.5033 1.9320
H: 0.7505 -2.1787 9.2396
H: -2.1373 5.5398 -4.6965
H: 0.4486 0.0818 -2.3512
H: -0.3964 1.8073 -2.8817
H: 3.5556 -1.7828 1.0888
H: 0.0474 -1.4606 4.0078
H: -0.8287 -7.9330 7.0070
H: 4.3267 -3.3170 2.6106
H: -4.9505 4.3497 -6.5407
H: 6.5209 -0.7394 1.1926
H: 8.1651 -2.2796 1.0452
H: 4.9685 2.9077 2.0087
H: 8.3811 -3.7387 2.3591

## Properties
**Orbital gap**: 7.375 eV
**Structure (SMILES)**: CCCOCCO[C@H](N(C)C(C)=O)[C@](S)(OCC(=O)C(F)(F)C(F)(F)C(F)(F)C(=O)O)P(O)I.O=C1C=C(O)C(=O)C=C1O.O=C1C=C(O)C(=O)C=C1O.O=C1C=C(O)C(=O)C=C1O
**Spin multiplicity**: 1

Results of the Löwdin charge analysis, in e, for atoms 1 through 4: atom 1 (I): 0.4348, atom 2 (S): 0.6978, atom 3 (P): 0.5417, atom 4 (F): 0.0314

=====

Entry 5:
Formula: C34H35N5O3S2Zr
Source: OMol25
Level of theory: ωB97M-V/def2-TZVPD

Geometry (Å):
Zr: 1.2354 -0.3530 0.5170
S: 0.2095 -2.6086 -0.2976
S: 3.7027 -1.0797 1.9827
O: 2.9704 0.2055 1.7677
O: 4.1674 -1.3810 3.2899
O: 2.7165 -2.0019 1.4020
N: 0.0360 1.1776 -1.2758
N: 0.1760 1.1836 1.4470
N: 6.0586 0.8172 -5.3428
N: -0.2685 -1.0667 2.9303
N: -2.7353 -2.2325 -0.0845
C: 0.2174 1.0581 -2.7295
C: -2.5576 -0.1298 3.5006
C: 4.3604 1.7451 -2.2976
C: -1.0298 1.1525 2.1507
C: -0.4959 -2.2410 -2.9675
C: 3.7528 -0.4957 -3.1362
C: -3.2849 -2.1836 -2.4975
C: -4.0144 -2.2248 0.2188
C: -1.8894 2.2266 2.2222
C: 0.6797 -0.7768 4.0594
C: 1.0155 4.7295 -0.5781
C: 2.7838 0.3044 -1.0796
C: 0.6148 3.6059 -1.2788
C: 3.5054 1.5239 -1.2339
C: -2.3352 -2.2708 -1.3833
C: 1.1697 4.7180 0.7809
C: 5.3476 0.8231 -4.4507
C: -4.4344 -2.2836 1.6419
C: -1.4140 0.9381 -1.0574
C: -2.7963 -2.0994 -3.7771
C: 4.4632 0.7299 -3.3221
C: 5.1036 -1.0762 0.8892
C: -5.0508 -2.2874 -0.8208
C: 3.0417 -0.7222 -1.9922
C: -3.4832 0.9123 3.4262
C: -4.6764 -2.2578 -2.1491
C: -1.4714 -2.0629 -3.9958
C: -0.9235 -2.3992 -1.6719
C: -0.8141 -2.4100 3.1268
C: 0.4237 2.4292 -0.5843
C: 0.5204 2.3844 0.7692
C: 0.9905 3.5107 1.4256
C: -3.1075 2.1017 2.8545
C: -1.2883 -0.0470 2.8773
H: -4.5470 0.7858 3.8112
H: -5.4161 -2.0168 1.8928
H: -1.1032 -1.7908 -5.0554
H: -1.4535 -2.5393 2.2410
H: -1.6886 0.6944 -0.0348
H: -1.3714 -2.5542 4.0586
H: 4.8610 -1.6744 0.0271
H: 0.1933 -0.6698 5.0558
H: 1.4216 5.5557 1.3399
H: 1.0999 3.4689 2.5034
H: 2.6100 -1.6532 -1.7580
H: -2.8006 -1.0524 4.0419
H: 1.3200 -1.6673 4.0574
H: -1.6050 3.1679 1.7603
H: -3.7745 2.9165 2.9043
H: -3.7391 -1.7502 2.2539
H: 5.3626 -0.0379 0.7529
H: 1.1088 5.6813 -1.0889
H: 0.0004 -3.0987 3.1557
H: 3.4219 2.3353 -0.4495
H: -6.0722 -2.4927 -0.5507
H: 3.9423 -1.3275 -3.8034
H: 0.4835 3.6523 -2.3389
H: -1.9801 1.8349 -1.3546
H: 1.3244 0.0549 3.8257
H: -3.5847 -1.9749 -4.5772
H: -1.7402 0.1128 -1.6921
H: 4.9491 2.6161 -2.3605
H: 5.8907 -1.5070 1.4935
H: -4.3199 -3.3292 1.9004
H: -0.5986 1.5933 -3.2710
H: 1.2030 1.4665 -2.9888
H: 0.5592 -2.1191 -3.2083
H: -5.4118 -2.2558 -2.8945
H: 0.2638 -0.0110 -2.9253

## Properties
**Energy above the lowest of the compared OMol25 structures with the same formula, charge and spin**: 1.901 eV
**Orbital gap**: 7.857 eV
**Spin multiplicity**: 1

Results of the Löwdin charge analysis, in e, for atoms 1 through 4: atom 1 (Zr): 1.6178, atom 2 (S): 0.5828, atom 3 (S): 0.4413, atom 4 (O): -0.4682

=====

Q: The highest spin multiplicity belongs to which entry?
A: C34H35EuF3N6O4S